1.
Computed, not measured: a molecular structure, C24H34N4O8PRuS2Te, with ωB97M-V/def2-TZVPD.

Last column: Mulliken charge in e.
Element x y z (Å)
Ru 1.07872 -0.27016 -0.19992  0.38
N 2.92646 0.24900 0.68334  -0.22
C 3.35642 1.65772 0.54930  -0.45
C 3.17476 2.16556 -0.87290  -0.66
C 1.72045 2.46968 -1.18677  0.41
O 1.35802 3.58507 -1.49210  -0.65
O 0.87419 1.45969 -1.12989  -0.28
H 2.89346 0.04039 1.68837  0.24
H 3.63572 -0.34549 0.26143  0.38
H 4.40054 1.74851 0.85618  0.41
H 2.76590 2.25144 1.24731  0.09
H 3.55068 1.42347 -1.58435  0.24
H 3.73627 3.08690 -1.01221  0.37
C 1.26565 -1.06599 5.89123  -0.90
C 0.05014 -0.26246 5.48636  -0.21
O 0.38751 1.01971 4.90013  -0.43
P 1.12951 1.11802 3.49552  0.86
O 2.48091 0.52623 3.41967  -0.86
Te -0.43267 0.21060 1.85885  -0.07
O 1.21115 2.69043 3.30120  -0.45
C 0.03020 3.52272 3.23675  -0.29
C 0.05805 4.30987 1.94942  -0.94
H 0.93733 -1.97799 6.39266  0.39
H 1.89203 -0.49540 6.57720  0.28
H 1.86353 -1.34494 5.02582  0.19
H -0.56350 -0.00379 6.34698  0.29
H -0.56931 -0.81658 4.77645  0.20
H 0.05696 4.16450 4.11695  0.30
H -0.86380 2.89849 3.29717  0.34
H 0.97031 4.90219 1.87973  0.28
H -0.79647 4.98787 1.91094  0.41
H 0.01261 3.64676 1.08479  0.03
C -5.18346 1.86546 -1.41549  -1.18
C -3.81823 2.17077 -2.01397  -0.44
N -3.68973 1.69815 -3.38917  0.31
C -4.16807 2.58326 -4.44903  -0.70
C -3.07722 3.52190 -4.94339  -1.11
C -3.03803 0.57076 -3.75811  0.04
O -2.87557 0.24029 -4.92167  -0.66
C -2.53038 -0.31892 -2.65389  0.17
C -3.23917 -1.43586 -2.24275  -0.05
C -2.68768 -2.24613 -1.26546  -1.27
C -1.46148 -1.90938 -0.72376  -0.31
N -0.77599 -0.82680 -1.11790  0.87
C -1.30051 -0.05491 -2.07743  -0.81
H -5.26494 2.29125 -0.41464  0.39
H -5.33629 0.78747 -1.34218  0.26
H -5.98536 2.28062 -2.02751  0.33
H -3.03414 1.72978 -1.40249  0.18
H -3.63394 3.24741 -2.01804  0.43
H -5.01373 3.14450 -4.04817  0.35
H -4.53178 1.96332 -5.26613  0.41
H -2.68398 4.13474 -4.13048  0.29
H -3.46875 4.18920 -5.71202  0.40
H -2.25603 2.94788 -5.37064  0.30
H -4.19986 -1.66916 -2.68493  0.57
H -3.19849 -3.12922 -0.90857  0.49
H -1.02265 -2.50431 0.06461  0.33
H -0.71645 0.81163 -2.35600  0.74
O 2.15978 -2.99733 2.70256  -0.58
S 1.46399 -3.42846 1.53187  0.88
O 0.10473 -3.87152 1.64275  -0.67
N 1.56622 -2.27221 0.33337  0.25
C 2.24981 -2.67540 -0.71560  0.93
S 2.40811 -1.53332 -1.94345  -0.36
C 2.77686 -4.04965 -0.60775  0.15
C 3.52766 -4.77125 -1.51689  -0.71
C 3.90885 -6.06048 -1.16631  -0.55
C 3.54774 -6.60496 0.06265  -0.56
C 2.79315 -5.87720 0.97738  -0.76
C 2.42252 -4.60179 0.61199  0.18
H 3.80415 -4.33686 -2.46876  0.48
H 4.49622 -6.65042 -1.85707  0.40
H 3.85924 -7.61054 0.31214  0.40
H 2.51112 -6.29435 1.93474  0.50

- Molecular weight: 830.334 g mol⁻¹
- 2S+1: 2
- Relative energy (zero: lowest compared OMol25 entry of this formula, charge and spin): 0.0 kcal per mole
- Energy: -88620.100 eV
- E_LUMO (alpha / beta): -0.786 / -1.044 eV
- Gap between HOMO and LUMO (alpha / beta): 7.15 / 7.12 eV
- <S²>: 0.7561

---

2.
Computed, not measured: a single C18H28N2O2 molecule in a non-equilibrium geometry, with ωB97M-V/def2-TZVPD.

Last column: Mulliken charge in e.
Element x y z (Å)
C -0.72952 2.79408 -0.58510  -0.41
C -1.69800 2.98857 0.10808  0.10
N 0.54069 1.56989 -2.13480  -0.31
O 3.27330 -1.57668 -2.06333  -0.59
O 2.89265 0.02754 -4.50950  -0.63
C 0.49404 2.57302 -1.27924  0.59
C 1.67974 1.36233 -2.81766  0.19
C 1.62830 3.31022 -0.96610  -0.34
C 2.83814 2.12435 -2.59158  -0.33
C 2.83392 3.11612 -1.64123  -0.78
N 1.48442 -2.18813 -4.21489  -0.73
C 0.71449 -2.20112 5.71884  -1.13
C -2.77272 3.21074 1.05900  -0.69
C 1.10502 -1.90803 4.26139  -0.50
C -2.27004 3.26264 2.51960  -0.80
C 0.98035 -0.47886 3.81571  -0.42
C -2.04403 1.85835 3.15554  -0.63
C -0.44120 0.06009 3.89193  -0.67
C -0.54642 1.41787 3.18946  -0.33
C 1.82635 -1.43891 -1.92191  -0.77
C 1.65669 0.22570 -3.82580  -0.54
C 1.16659 -1.11495 -3.28582  -0.05
H 3.59517 -0.88763 -2.69702  0.45
H 2.84268 -0.83503 -4.96827  0.43
H 1.52642 4.11796 -0.22855  0.42
H 3.75890 1.93618 -3.17251  0.40
H 3.66748 3.69063 -1.33740  0.48
H 2.35980 -2.62537 -3.90760  0.30
H 0.72862 -2.86015 -4.16047  0.28
H -0.34757 -1.94664 5.79005  0.29
H 0.88979 -3.29280 5.92499  0.33
H 1.25306 -1.60733 6.44214  0.30
H -3.24228 4.14999 0.79731  0.34
H -3.49816 2.43062 0.92186  0.34
H 0.52552 -2.56511 3.57908  0.29
H 2.16629 -2.21235 4.12376  0.33
H -3.00760 3.78179 3.12706  0.39
H -1.38413 3.90595 2.63103  0.42
H 1.33168 -0.42590 2.77190  0.23
H 1.61646 0.16799 4.40525  0.31
H -2.39980 1.90269 4.21044  0.36
H -2.70502 1.12991 2.64282  0.32
H -1.12867 -0.62697 3.39576  0.32
H -0.73757 0.19034 4.92742  0.29
H 0.04828 2.18870 3.71579  0.29
H -0.13703 1.36108 2.18584  0.10
H 1.46909 -2.40164 -1.53355  0.42
H 1.59766 -0.63529 -1.23186  0.36
H 0.95366 0.49840 -4.60997  0.37
H 0.10335 -1.06599 -3.16903  0.60

- Molecular weight: 304.434 g mol⁻¹
- Relative energy (zero: lowest compared OMol25 entry of this formula, charge and spin): 103.4 kcal per mole
- Energy: -26193.682 eV
- SMILES: CCCCCCCCC#Cc1cccc([C@@H](O)[C@@H](N)CO)n1
- E_LUMO: 0.700 eV
- Gap between HOMO and LUMO: 9.49 eV

---

3.
Computed, not measured: 2 unconnected molecules or ions with the total composition C5H14 in a non-equilibrium geometry, with ωB97M-V/def2-TZVPD.

Last column: Mulliken charge in e.
Element x y z (Å)
C -2.17455 -1.69714 1.22113  -0.76
C -1.07169 -2.72914 1.01533  -0.78
H -1.98853 -0.72068 0.80323  0.16
H -3.08869 -2.01260 0.69033  0.28
H -2.55724 -1.66679 2.24418  0.29
H -1.30769 -3.65207 1.53747  0.32
H -0.14045 -2.35892 1.45676  0.23
H -0.90114 -2.85862 -0.05060  0.25
C 1.56682 1.86914 -0.64558  -0.21
C 1.71107 0.61696 -1.51177  -1.06
C 0.16472 2.19473 -0.18710  -0.78
H 2.24912 1.79207 0.20587  0.26
H 2.00072 2.68975 -1.22041  0.27
H 1.10811 0.65969 -2.41215  0.31
H 1.41186 -0.28332 -0.96575  0.23
H 0.20404 2.88439 0.65749  0.31
H -0.51807 2.61947 -0.92035  0.32
H 2.74824 0.50731 -1.78227  0.33
H -0.35027 1.31013 0.21002  0.02

- Molecular weight: 74.167 g mol⁻¹
- Relative energy (zero: lowest compared OMol25 entry of this formula, charge and spin): 4.7 kcal per mole
- Energy: -5411.844 eV
- SMILES: CCC.CC
- E_LUMO: 1.096 eV
- Gap between HOMO and LUMO: 12.44 eV

---

Q: Among the records above, which one has the lowest molecular weight?
A: C5H14